{
  "formula": "C3H9N2O2",
  "method": "ωB97M-V/def2-TZVPD",
  "homo_energy_ev": -3.43,
  "spin_multiplicity": 1,
  "de_lowest_kcal_mol": 35.7,
  "mol_weight_g_mol": 105.12,
  "largest_force_ev_per_a": 0.5,
  "gap_ev": 7.593,
  "charge": -1,
  "symbols": ["O", "O", "N", "N", "C", "C", "C", "H", "H", "H", "H", "H", "H", "H", "H", "H"],
  "coordinates": [[3.256, 1.178, 0.719], [-1.319, 1.040, -0.384], [1.133, 0.408, 0.315], [-1.704, -1.145, 0.417], [1.525, -0.571, -0.668], [2.032, 1.255, 0.806], [-2.166, 0.009, -0.423], [-1.337, -0.735, 1.274], [1.814, -1.515, -0.201], [1.562, 2.109, 1.337], [0.662, -0.755, -1.304], [-2.501, -1.706, 0.688], [2.373, -0.209, -1.249], [-3.194, 0.291, -0.081], [-2.279, -0.418, -1.450], [0.142, 0.765, 0.208]],
  "mulliken_charge": [-0.664, -0.842, -0.063, -0.625, -0.907, -0.050, -0.356, 0.155, 0.245, 0.326, 0.272, 0.266, 0.337, 0.289, 0.205, 0.414]
}